# 1
Entry from the OMol25 dataset: a structure of composition C22H27BrIN4Sr (ωB97M-V/def2-TZVPD).

XYZ file:
```
56
Properties=species:S:1:pos:R:3:forces:R:3
Sr -0.399118 0.197343 -1.271763 -0.1 0.0 -0.1
N -2.962833 0.917620 -0.748408 0.0 0.0 0.0
C -3.089499 0.817148 0.721954 0.0 0.0 0.0
C -2.016997 1.663936 1.415753 0.0 0.0 0.0
C -1.427449 1.034055 2.680378 0.0 0.0 -0.1
C -0.811887 -0.347285 2.473883 0.0 0.1 0.0
N 0.101713 -0.367086 1.310370 0.0 0.0 0.1
H -3.115650 1.876115 -1.050430 0.0 0.0 0.0
H -3.690031 0.376820 -1.206704 0.0 0.0 0.0
H -2.969882 -0.236872 0.978110 0.0 0.0 0.0
H -4.082569 1.109830 1.070463 0.0 0.0 0.0
H -2.421725 2.647249 1.661199 0.0 0.0 0.0
H -1.195645 1.870943 0.717189 0.0 0.0 0.0
H -2.194175 0.951278 3.454154 0.0 0.0 0.0
H -0.665397 1.710714 3.075287 0.0 0.0 0.0
H -1.586570 -1.096202 2.301346 0.0 0.0 0.0
H -0.298391 -0.639792 3.392793 0.0 0.0 0.0
H 0.619600 -1.241851 1.316217 0.0 0.0 0.0
H 0.816162 0.352520 1.429793 0.0 0.0 0.0
C 1.677917 -2.791539 -2.155368 0.1 0.1 0.0
N 1.513899 -1.423810 -1.659669 0.1 -0.1 0.1
C 2.543535 -0.892601 -1.082347 0.0 0.1 0.0
C 2.647997 0.454011 -0.617388 -0.1 0.0 0.0
C 3.718031 0.980737 0.117673 0.0 0.1 0.0
C 3.390725 2.306159 0.400812 0.0 -0.1 0.0
C 2.135071 2.522216 -0.178204 0.0 0.0 0.0
N 1.669384 1.423189 -0.795115 0.0 -0.2 0.0
C 1.953322 -2.778358 -3.642207 0.0 -0.1 0.0
C 1.017984 -3.255793 -4.549589 0.0 0.0 0.0
C 1.264698 -3.200467 -5.917105 0.0 0.0 0.0
C 2.455885 -2.669291 -6.384761 0.0 0.0 0.0
C 3.404792 -2.200638 -5.481601 0.0 0.0 0.0
C 3.152547 -2.254750 -4.120772 0.0 0.0 0.0
H 0.769840 -3.365578 -1.961385 0.0 0.0 0.0
H 2.500538 -3.287067 -1.627690 0.0 0.0 0.0
H 3.433196 -1.505662 -0.899894 0.0 0.0 0.0
H 4.618752 0.454032 0.395049 0.0 0.0 0.0
H 3.982475 3.027317 0.940108 0.0 0.0 0.0
H 1.561885 3.440052 -0.180052 0.0 0.0 0.0
H 0.089998 -3.682619 -4.186134 0.0 0.0 0.0
H 0.528637 -3.578937 -6.614388 0.0 0.0 0.0
H 2.652698 -2.629785 -7.447835 0.0 0.0 0.0
H 4.343861 -1.800572 -5.841583 0.0 0.0 0.0
H 3.897284 -1.890234 -3.421758 0.0 0.0 0.0
Br -2.258152 3.041306 -3.534684 0.0 0.0 0.0
C -0.528160 2.327710 -3.832783 0.0 0.0 0.0
C 0.559234 3.183267 -3.704967 0.0 0.0 0.0
C 1.840717 2.716173 -3.947220 0.0 0.0 0.0
C 2.044665 1.399219 -4.325290 0.0 0.0 0.0
C 0.966589 0.538647 -4.458946 0.0 0.0 0.0
C -0.324400 0.998020 -4.207630 0.0 0.0 0.0
I -1.886257 -0.389406 -4.366280 0.0 0.0 -0.1
H 0.391124 4.213686 -3.424095 0.0 0.0 0.0
H 2.680689 3.388015 -3.836032 0.0 0.0 0.0
H 3.043033 1.028584 -4.513229 0.0 0.0 0.0
H 1.123566 -0.489306 -4.755603 0.0 0.0 0.0
```
Forces are in eV/Å.

E   -108189.115 eV
Spin multiplicity   1
Charge   +1
Gap between HOMO and LUMO   7.600 eV
HOMO level   -10.30 eV


# 2
Entry from the OMol25 dataset: a cluster of 3 separate species, CH8N2O3 in total at a distorted geometry (ωB97M-V/def2-TZVPD).

XYZ file:
```
14
Properties=species:S:1:pos:R:3:forces:R:3
N -1.186390 -2.248963 -1.444450 -0.7 0.0 -0.2
C -0.535394 -1.532447 -0.466132 1.4 -0.1 0.8
N -1.170044 -0.613256 0.361240 -0.9 -0.6 -1.1
O 0.655682 -1.746661 -0.293444 -0.1 -0.2 0.0
H -2.180941 -2.325815 -1.562309 -0.1 0.4 0.4
H -0.708906 -3.092487 -1.728182 0.3 0.4 0.1
H -0.540065 -0.137200 0.991401 0.1 0.1 -0.3
H -1.946513 -0.090214 -0.024994 0.2 -0.1 0.3
H 1.629088 3.421243 -2.213826 -0.3 -0.3 -0.3
H 2.592638 4.193866 -1.380915 0.0 0.2 0.2
O 1.687423 4.225906 -1.702919 0.2 0.1 0.1
H -0.176954 -0.235559 3.226799 0.2 0.2 -0.2
H 1.297870 -0.044621 3.404649 0.5 0.0 0.0
O 0.582509 0.226206 2.833081 -0.9 -0.2 0.2
```
Forces are in eV/Å.

E   -10290.182 eV
Spin multiplicity   1
SMILES string   NC(N)=O.O.O
Gap between HOMO and LUMO   10.317 eV
HOMO level   -9.62 eV


# 3
Entry from the OMol25 dataset: the ion C4H8FN2 with charge +1 at a distorted geometry (ωB97M-V/def2-TZVPD).

XYZ file:
```
15
Properties=species:S:1:pos:R:3:forces:R:3
C 1.979921 -0.056223 -0.133984 -1.7 0.9 1.7
C 0.656646 -0.990524 -0.071220 2.5 -0.8 1.5
C 0.283837 1.371115 0.024976 -0.2 -0.5 -3.5
C -1.693220 -0.269756 0.267022 -1.8 -2.7 -2.1
N 1.639845 1.173056 0.037491 3.4 -2.5 0.1
N -0.360224 -0.001675 -0.338532 -1.5 0.4 -1.1
F 3.217232 -0.562184 -0.063547 -2.1 0.9 -0.4
H 0.704167 -1.889174 -0.739492 -0.4 1.0 0.6
H 0.437770 -1.222194 0.992526 1.0 -0.7 -0.6
H -0.196775 1.763196 0.836052 -0.8 0.7 2.7
H 0.089282 2.061985 -0.786675 -0.5 0.1 -0.3
H -1.560490 -0.467173 1.261984 0.5 -0.4 2.6
H -2.503766 0.427697 0.200821 0.4 1.4 -0.6
H -2.241555 -1.222036 -0.160626 1.7 1.6 0.5
H -0.452671 -0.116114 -1.326797 -0.5 1.0 -1.2
```
Forces are in eV/Å.

E   -9966.717 eV
Spin multiplicity   1
Charge   +1
SMILES string   C[N@H+]1CN=C(F)C1
Gap between HOMO and LUMO   12.038 eV
HOMO level   -15.72 eV


# 4
Entry from the OMol25 dataset: a cluster of 4 separate species, C5H18NO3 in total at a distorted geometry (ωB97M-V/def2-TZVPD).

XYZ file:
```
27
Properties=species:S:1:pos:R:3:forces:R:3
C 1.828878 -2.726555 -0.879130 -0.8 0.5 -0.8
C 1.905625 -2.263547 0.591935 0.1 0.2 0.0
C 0.535980 -1.968219 1.205698 1.6 1.1 -0.4
C -0.068062 -0.775850 0.634639 -1.5 -4.0 3.8
C -1.309147 -0.427837 1.044170 -1.9 3.5 -0.3
N -1.911696 0.867242 0.569511 1.0 -0.6 2.0
H 0.919246 -2.389678 -1.390607 -0.4 0.3 0.4
H 2.567319 -2.218954 -1.495904 0.5 -0.5 0.2
H 1.760861 -3.801993 -1.072564 0.6 0.1 0.5
H 2.312005 -3.022236 1.202871 0.7 -1.1 0.5
H 2.640805 -1.430277 0.685552 -0.9 -0.2 0.0
H -0.151369 -2.778798 0.917704 -0.6 -0.6 -0.1
H 0.454798 -2.112491 2.334748 -0.1 0.4 -0.9
H 0.354008 -0.267865 -0.090351 2.5 2.6 -3.7
H -1.964431 -0.849194 1.742349 -0.4 -1.4 1.0
H -2.461549 0.675077 -0.259016 -0.4 0.8 -1.6
H -2.538069 1.318970 1.254969 -0.4 -0.9 0.1
H -1.212118 1.663460 0.571991 0.5 0.1 -1.0
H -0.054884 3.580479 0.276883 1.4 1.8 -2.4
H -0.061832 3.382918 1.759846 1.0 1.0 2.3
O -0.421552 3.105474 0.960905 -2.5 -3.1 0.1
H 1.954220 3.080823 -1.786401 0.1 1.4 -0.1
H 2.505227 2.487958 -0.361276 0.0 0.9 -0.8
O 2.204424 2.339107 -1.268692 -0.2 -2.3 0.9
H -3.351890 0.727723 -2.729555 0.0 1.5 -0.1
H -3.163649 2.363842 -2.358413 -0.3 -1.1 -0.7
O -3.273145 1.440431 -2.061861 0.4 -0.6 1.1
```
Forces are in eV/Å.

⟨S²⟩   0.758
E   -13088.607 eV
Spin multiplicity   2
Charge   +2
Gap between HOMO and LUMO (alpha / beta)   8.772 / 4.544 eV
HOMO level (alpha / beta)   -17.63 / -17.63 eV


# 5
Entry from the OMol25 dataset: a cluster of 2 separate species, C4H12N3 in total at a distorted geometry (ωB97M-V/def2-TZVPD).

XYZ file:
```
19
Properties=species:S:1:pos:R:3:forces:R:3
C 0.347220 -0.802734 0.394635 1.7 0.5 0.5
C 0.626687 0.642192 0.790883 0.6 -0.2 -1.7
C 2.028068 1.007966 0.309837 0.2 -0.3 0.0
N -2.542770 -0.535424 0.113877 -1.5 -0.2 0.6
C -3.648121 -0.254790 -0.513607 0.1 -0.7 0.3
N 2.070147 0.959336 -1.143141 0.3 -0.7 0.1
N 1.444405 -1.461474 -0.114013 -0.7 -0.1 0.0
H -0.083808 -1.415521 1.211458 -0.6 -0.2 -0.4
H -0.387560 -0.904390 -0.460649 -0.5 -0.3 0.3
H 0.424692 0.804932 1.837742 -0.1 0.3 0.1
H 0.054004 1.251189 0.090391 -0.8 0.2 0.8
H 2.728495 0.225927 0.682448 0.1 0.2 0.3
H 2.356422 1.987758 0.639855 0.0 0.0 0.2
H 1.129089 -2.420159 -0.345591 0.3 0.0 0.1
H -3.145656 0.021537 0.852835 1.9 0.8 0.2
H -3.873347 0.791616 -0.753057 -0.7 0.0 0.1
H 1.874760 -0.001256 -1.442735 -0.3 0.2 -0.4
H -4.409460 -1.034257 -0.644234 0.1 0.0 -1.3
H 3.006736 1.137548 -1.506925 -0.1 0.3 0.2
```
Forces are in eV/Å.

E   -8798.065 eV
Spin multiplicity   1
Charge   +1
Gap between HOMO and LUMO   4.140 eV
HOMO level   -12.26 eV


# 6
Entry from the OMol25 dataset: a structure of composition C30H15Br4Cl3F12NO4SSiTaTe at a distorted geometry (ωB97M-V/def2-TZVPD).

XYZ file:
```
73
Properties=species:S:1:pos:R:3:forces:R:3
Ta 1.246734 0.430637 -0.690705 0.6 -0.7 0.5
C -5.562278 -3.685751 -0.320599 0.0 0.0 0.0
C -4.391902 -2.853715 0.142398 0.0 0.0 -0.1
C -4.324404 -2.308050 1.418360 0.1 0.1 0.1
C -3.258026 -1.523427 1.807050 -0.1 0.0 -0.1
C -2.184688 -1.175210 0.939595 0.1 0.0 0.1
N -1.138904 -0.412162 1.332556 -0.2 0.1 0.0
C -1.155020 0.358643 2.456056 0.1 -0.1 -0.1
C -2.264129 1.088354 2.935377 0.0 0.1 0.0
C -2.168149 1.922879 4.032030 -0.1 0.0 0.0
C -0.969742 2.094048 4.715904 0.0 0.0 0.0
C -0.865096 3.005570 5.913165 0.0 0.0 0.0
C 0.146072 1.424073 4.229465 0.0 -0.1 -0.1
C 0.083764 0.567311 3.133236 -0.1 0.0 0.1
C 1.311423 -0.086215 2.498241 -0.1 0.1 0.0
O 1.409836 0.363483 1.186847 0.7 -0.3 0.0
C 2.650969 0.342230 3.170694 -0.4 -0.1 -0.1
F 2.686501 0.002638 4.476554 0.1 0.0 0.1
F 3.700591 -0.218195 2.577145 0.1 0.0 -0.1
F 2.808666 1.663933 3.102374 0.0 0.1 0.0
C 1.231233 -1.680479 2.508653 0.0 0.6 0.2
F 0.106920 -2.131002 3.064495 0.0 -0.2 0.0
F 2.230794 -2.213354 3.252343 0.0 -0.1 0.0
F 1.354931 -2.177199 1.289882 0.0 -0.1 -0.1
C -2.220288 -1.814167 -0.347857 -0.2 0.1 -0.1
C -3.305461 -2.619621 -0.689336 0.0 0.0 0.0
C -1.015959 -1.809943 -1.296463 0.2 0.3 0.2
O -0.051251 -0.878503 -0.962609 -0.2 -1.1 -0.3
C -0.322904 -3.216372 -1.209571 -0.5 0.2 0.0
F -0.971589 -4.080675 -2.026077 0.1 -0.2 0.1
F -0.383148 -3.711231 0.026916 0.0 -0.1 -0.1
F 0.952855 -3.197139 -1.567918 0.3 0.0 -0.1
C -1.326809 -1.511820 -2.811374 0.0 -0.3 0.5
F -2.430664 -2.124637 -3.279843 0.1 0.1 -0.2
F -1.485377 -0.211020 -3.001284 -0.1 0.1 -0.1
F -0.298577 -1.930903 -3.570512 0.0 0.2 -0.1
H -6.334550 -3.726188 0.450953 0.0 0.0 0.0
H -6.022245 -3.273335 -1.222613 0.0 0.0 0.0
H -5.273520 -4.716287 -0.551000 0.0 0.0 0.0
H -5.115226 -2.520164 2.135389 0.0 0.0 0.0
H -3.210821 -1.172088 2.828289 0.0 0.0 0.0
H -3.194439 1.028791 2.385546 0.0 0.0 0.0
H -3.047097 2.477160 4.353327 0.0 0.0 0.0
H -1.795912 3.556987 6.061909 0.0 0.0 0.0
H -0.659934 2.454251 6.836081 0.0 0.0 0.0
H -0.062794 3.738158 5.791750 0.0 0.0 0.0
H 1.083149 1.595245 4.737816 0.1 0.0 0.0
H -3.303440 -3.126703 -1.644039 0.0 0.0 0.0
Br 6.242801 -3.156988 -4.220595 -0.1 0.1 0.0
C 4.775899 -2.037500 -3.782060 0.0 0.0 0.0
C 4.034790 -1.415215 -4.784363 0.0 0.0 0.1
Br 4.481372 -1.646763 -6.612986 0.0 0.0 0.1
C 2.946313 -0.596784 -4.439785 0.1 -0.1 -0.2
Br 1.878279 0.318857 -5.696257 0.1 -0.1 0.0
C 2.629075 -0.420985 -3.112420 -0.4 0.4 0.3
O 1.636993 0.330853 -2.646089 0.1 0.2 -0.6
C 3.387649 -1.015721 -2.094334 0.1 0.1 0.6
O 3.013345 -0.700255 -0.853160 -0.4 0.2 -0.4
C 4.449659 -1.834706 -2.430508 0.1 -0.1 0.0
Br 5.389255 -2.629599 -1.000862 0.0 0.0 -0.1
Te -0.857673 2.195195 -0.492691 -0.4 0.6 -0.1
C -0.517174 3.702175 -1.921677 0.0 0.0 -0.1
C 0.403841 3.821899 -2.921896 0.0 0.0 -0.2
C 0.271890 5.031435 -3.670479 0.0 -0.1 0.1
C -0.757234 5.809579 -3.236883 0.1 0.0 -0.1
S -1.557883 5.069511 -1.917490 -0.1 0.1 0.2
H 1.144047 3.063479 -3.147156 0.0 0.0 0.0
H 0.924933 5.300443 -4.491150 0.0 0.0 0.0
H -1.084464 6.763935 -3.621505 0.0 0.0 0.0
Cl 4.564499 2.181533 0.496780 -0.1 0.0 -0.1
Si 2.968420 2.573302 -0.849827 0.7 0.3 0.2
Cl 2.695772 4.627227 -0.467149 -0.2 -0.1 0.0
Cl 4.045503 2.656262 -2.684052 -0.2 -0.1 0.0
```
Forces are in eV/Å.

E   -418951.018 eV
Spin multiplicity   1
Charge   -2
Gap between HOMO and LUMO   5.547 eV
HOMO level   -1.91 eV